1.
C8H32N8O8 | ωB97M-V/def2-TZVPD

```
56
Properties=species:S:1:pos:R:3:nbo_charge:R:1
N -3.21530 6.31753 0.59218 -0.84
C -4.50348 5.93266 0.55970 0.75
N -4.99851 6.09162 -0.60711 -0.81
O -5.13309 5.36836 1.44705 -0.67
H -2.90034 6.83373 -0.21678 0.37
H -2.46772 5.94640 1.16093 0.41
H -4.41614 6.45636 -1.34731 0.39
H -5.98758 5.90368 -0.68782 0.41
N 5.13744 -5.04336 -4.01692 -0.84
C 6.14901 -5.89773 -3.88827 0.75
N 6.93781 -5.97979 -4.96494 -0.83
O 6.23069 -6.64425 -2.92613 -0.67
H 4.92354 -4.65609 -4.92487 0.38
H 4.56582 -4.95834 -3.18858 0.42
H 7.64650 -6.69731 -5.01986 0.42
H 6.36590 -5.66627 -5.73613 0.37
N 0.27183 11.10952 -4.09649 -0.81
C -0.19990 9.92506 -4.00337 0.75
N 0.77143 9.07829 -3.63310 -0.84
O -1.34174 9.56111 -4.29062 -0.68
H -0.28571 11.86038 -4.47788 0.41
H 1.18995 11.32281 -3.73364 0.38
H 0.53980 8.10099 -3.73953 0.41
H 1.71269 9.44053 -3.68710 0.38
N -1.81069 -1.52850 0.54439 -0.84
C -0.83782 -0.73582 0.15200 0.74
N -1.24115 0.46200 -0.11434 -0.83
O 0.24590 -1.21789 0.16243 -0.66
H -2.77307 -1.24297 0.65568 0.37
H -1.57608 -2.41979 0.95752 0.41
H -2.13617 0.56389 0.34244 0.39
H -0.61220 1.16934 -0.46679 0.42
C -6.77630 -0.30344 4.60470 -0.24
O -7.27757 -0.45724 3.25841 -0.75
H -5.69038 -0.21076 4.58743 0.17
H -7.14863 0.59421 5.09832 0.17
H -7.07106 -1.18542 5.17332 0.18
H -7.66437 0.31389 2.83730 0.48
C 6.24299 -0.15988 0.99026 -0.25
O 7.48908 0.47813 0.98013 -0.72
H 6.18020 -0.74599 0.07340 0.18
H 6.19265 -0.75655 1.90106 0.16
H 5.37356 0.49520 1.04563 0.16
H 7.41491 1.31377 1.44682 0.46
C -0.64898 -8.01117 -0.53646 -0.25
O -1.98557 -7.51477 -0.22281 -0.72
H 0.21121 -7.40150 -0.25994 0.17
H -0.44970 -9.00270 -0.12994 0.18
H -0.61792 -8.06352 -1.62476 0.16
H -2.37789 -7.29354 -1.07059 0.47
C 0.32654 -5.15606 5.46986 -0.25
O 0.09272 -5.39255 6.82967 -0.72
H 0.71509 -4.15227 5.29800 0.17
H 1.12125 -5.81725 5.12435 0.15
H -0.59254 -5.50429 4.99857 0.19
H 0.68911 -4.82246 7.32051 0.46
```

Output
Molar mass ... 368.4 g/mol
Spin multiplicity ... 1
SMILES string ... NC(N)=O.NC(N)=O.NC(N)=O.NC(N)=O.CO.CO.CO.CO
Energy above the lowest of the compared OMol25 structures with the same formula, charge and spin ... 88.88 kcal/mol
Lowest unoccupied orbital energy ... 0.219 eV
HOMO energy ... -9.640 eV

2.
C8H32O8 | ωB97M-V/def2-TZVPD

```
48
Properties=species:S:1:pos:R:3:nbo_charge:R:1
C 0.37310 -1.78186 -4.12573 -0.24
O 0.30992 -1.45992 -2.75517 -0.76
H 0.74151 -0.92415 -4.68654 0.17
H 1.03837 -2.63244 -4.31911 0.16
H -0.60323 -2.03753 -4.56543 0.15
H 0.24567 -2.27904 -2.23833 0.50
C -0.98634 4.15683 -0.55162 -0.25
O -1.11301 5.56881 -0.43541 -0.73
H 0.00142 3.77075 -0.29115 0.17
H -1.71845 3.63703 0.07399 0.16
H -1.18066 3.89031 -1.58853 0.18
H -0.75227 5.83976 0.41184 0.46
C -1.54094 1.13752 -4.13115 -0.24
O -1.60926 1.01171 -2.72258 -0.74
H -1.99856 2.06466 -4.48363 0.17
H -0.50652 1.06125 -4.45149 0.18
H -2.05584 0.30837 -4.63168 0.17
H -2.47966 0.71062 -2.44928 0.48
C 4.42790 1.51609 2.94791 -0.25
O 4.10556 2.17124 4.19051 -0.73
H 5.27256 0.85108 3.13458 0.16
H 3.55785 0.96274 2.61118 0.18
H 4.69282 2.25588 2.19155 0.17
H 4.62437 2.97632 4.25908 0.47
C 0.12051 -3.77066 0.15474 -0.25
O 0.13853 -3.78554 -1.27165 -0.75
H 1.07682 -4.10658 0.56331 0.18
H -0.05970 -2.75938 0.50167 0.19
H -0.64922 -4.44250 0.54106 0.17
H 0.37383 -4.66474 -1.57675 0.48
C -3.97645 0.92698 1.08899 -0.25
O -5.05052 0.06181 0.78590 -0.72
H -3.64353 0.89018 2.13362 0.16
H -3.08501 0.69961 0.49264 0.18
H -4.31160 1.93908 0.87800 0.18
H -4.79199 -0.84100 0.98684 0.46
C 0.61421 0.25738 0.22251 -0.25
O -0.51762 0.99626 -0.15551 -0.75
H 0.41364 -0.56462 0.92313 0.14
H 1.18925 -0.12341 -0.62477 0.19
H 1.32054 0.90132 0.77272 0.15
H -0.66841 0.83136 -1.09764 0.51
C 1.24869 -2.22858 4.01305 -0.25
O 1.43709 -3.53539 3.43805 -0.74
H 0.50731 -2.33321 4.79658 0.18
H 2.18486 -1.81084 4.38344 0.17
H 0.91482 -1.54726 3.22799 0.17
H 2.36764 -3.76630 3.42829 0.47
```

Output
Molar mass ... 256.3 g/mol
Spin multiplicity ... 1
SMILES string ... CO.CO.CO.CO.CO.CO.CO.CO
Energy above the lowest of the compared OMol25 structures with the same formula, charge and spin ... 85.03 kcal/mol
Lowest unoccupied orbital energy ... 0.445 eV
HOMO energy ... -9.756 eV